This record from the OMol25 dataset describes 4 unconnected molecules or ions with the total composition C18H48N3O7 at a distorted geometry. The level of theory is wB97M-V/def2-TZVPD.

```
76
Properties=species:S:1:pos:R:3:mulliken_charge:R:1
O -0.8621 -0.4961 -0.6225 -0.220
H -0.8575 -1.4242 -0.8239 0.157
H -1.0219 -0.5371 0.2998 1.051
H 0.2509 -0.1574 -0.6098 0.563
C 0.7147 6.7741 1.2029 -0.902
O -0.1673 5.9255 1.1754 -0.292
C 0.1437 4.6178 1.5899 -0.351
C -1.2210 3.8635 1.4932 -0.771
N -1.0214 2.4490 1.9313 -0.104
C -2.3447 1.7053 1.9724 -1.127
C -2.1742 0.4600 2.7222 -0.709
O -1.4338 -0.4737 1.9255 -0.348
C -1.2506 -1.7063 2.7068 -1.860
H 1.5821 6.7097 0.5955 0.332
H 1.1638 6.8549 2.2345 0.300
H 0.4601 7.7353 1.0322 0.396
H 0.3700 4.5505 2.6703 0.355
H 1.0449 4.0844 1.0633 0.119
H -1.7873 3.9365 0.4453 0.309
H -1.9376 4.4716 2.1192 0.357
H -0.6411 2.5342 2.8351 0.223
H -2.8087 1.6609 1.0454 0.482
H -3.0251 2.3733 2.3966 0.710
H -3.1542 -0.1380 2.6672 0.350
H -1.9197 0.6190 3.7279 0.406
H -0.6008 -2.3041 2.3116 0.648
H -2.2777 -2.1482 2.8067 0.301
H -0.8520 -1.5795 3.5235 0.799
C 2.6092 -1.0743 3.9883 -0.622
O 2.7415 -0.1414 3.0336 -0.437
C 1.6075 0.0264 2.2949 -0.163
C 2.0121 1.0183 1.2645 -0.561
N 0.9943 1.2174 0.2188 0.210
C 1.4511 2.0548 -0.8615 -1.612
C 2.1231 1.2006 -1.9258 -0.921
O 1.0587 0.3971 -2.5262 -0.319
C 1.5906 -0.5718 -3.5125 -0.628
H 2.3232 -2.1567 3.4806 0.144
H 1.7373 -0.9545 4.6208 0.265
H 3.4814 -0.9990 4.7124 0.312
H 0.9495 0.4256 2.9844 0.459
H 1.1950 -0.8394 1.8751 -0.169
H 3.0276 0.7414 0.7182 0.281
H 2.0892 1.9366 1.8353 0.259
H 0.2853 1.4795 0.5934 0.120
H 2.0294 2.7318 -0.5416 1.144
H 0.8492 2.8753 -1.2106 0.802
H 2.8804 0.5681 -1.5323 0.268
H 2.7680 1.7502 -2.6655 0.567
H 2.1831 0.0134 -4.1803 0.444
H 0.7245 -1.2792 -4.1529 0.025
H 2.4632 -1.1509 -3.0026 0.243
C -1.8808 -1.7368 -5.6371 -0.960
O -1.9306 -2.6432 -4.8771 -0.320
C -2.0532 -2.2720 -3.5357 -0.536
C -1.8479 -3.4738 -2.5689 -0.955
N -1.9373 -2.8923 -1.2535 -0.538
C -1.3162 -3.8872 -0.2785 -0.983
C 0.2002 -3.9268 -0.1900 -0.459
O 0.6192 -2.6611 -0.6972 -0.079
C 2.1115 -2.4819 -0.4316 -0.469
H -2.2318 -2.0713 -6.5483 0.414
H -0.9359 -1.4654 -6.0227 0.353
H -2.6390 -0.8896 -5.4406 0.309
H -3.2997 -2.0108 -3.3642 0.167
H -1.5622 -1.3820 -3.1807 0.524
H -0.8936 -3.6887 -2.9516 0.331
H -2.3104 -4.4151 -2.7819 0.578
H -3.0102 -3.1124 -1.1576 0.359
H -1.6986 -4.8440 -0.5534 0.579
H -1.6781 -3.6685 0.6950 0.324
H 0.5125 -4.6848 -1.0565 0.354
H 0.7366 -4.3484 0.9052 0.265
H 2.4116 -2.5855 0.8072 0.108
H 2.4218 -1.4460 -0.7365 -0.158
H 2.6659 -3.0421 -1.0899 0.505
```

The calculation puts the HOMO-LUMO gap at 9.77 eV. The value obtained for the energy relative to the best compared isomer or geometry (same formula, charge and spin) is 98.1 kcal/mol. The spin multiplicity is 1. The charge is +1. The highest occupied orbital energy comes out at -11.64 eV.

=====

This record from the OMol25 dataset describes 4 unconnected molecules or ions with the total composition C18H49BN5O9S at a distorted geometry. The level of theory is wB97M-V/def2-TZVPD.

```
83
Properties=species:S:1:pos:R:3:mulliken_charge:R:1
N 3.4859 2.6569 0.1559 -0.411
B 3.0422 1.3249 0.0454 0.301
O 3.7613 0.2346 0.2925 -0.509
S 1.1915 0.8700 -0.5942 0.143
O 0.1163 1.2941 0.4750 -0.140
N -1.4700 1.0729 -0.0511 0.490
O -1.7523 1.8784 -0.7651 -0.098
H 3.2698 3.2357 -0.6522 0.291
H 3.1690 3.1708 0.9752 0.310
H 4.0025 -0.1891 -0.5479 0.341
H 1.0255 1.6831 -1.6540 0.168
C -0.1005 -2.4560 1.2014 -0.563
O 1.2417 -2.5307 0.7699 -0.308
C 2.2003 -2.1777 1.7714 -0.539
C 2.8723 -3.3928 2.3668 -0.272
N 1.9815 -4.1586 3.2194 -0.308
C 2.4362 -5.5003 3.5838 -0.761
C 2.8548 -6.4848 2.5014 -0.443
O 1.8058 -7.0190 1.7225 -0.430
C 1.2756 -6.1665 0.7348 -0.430
H -0.7365 -2.4555 0.3159 0.254
H -0.3975 -3.3108 1.8158 0.312
H -0.2852 -1.5369 1.7702 0.112
H 1.7572 -1.5433 2.5488 0.411
H 2.9578 -1.5888 1.2593 0.269
H 3.7233 -3.0492 2.9651 0.355
H 3.2713 -3.9838 1.5310 0.138
H 1.0717 -4.2265 2.7882 0.133
H 1.6259 -5.9654 4.1489 0.381
H 3.2770 -5.3918 4.2769 0.391
H 3.2886 -7.3430 3.0162 0.361
H 3.6464 -6.0861 1.8516 0.325
H 2.0577 -5.5791 0.2425 0.244
H 0.5129 -5.4923 1.1406 0.093
H 0.7935 -6.7962 -0.0116 0.337
C 0.1664 -1.0424 -7.0733 -0.597
O 0.4282 -0.0001 -7.9839 -0.334
C -0.6734 0.8457 -8.2831 -0.802
C -0.5733 2.1909 -7.6043 -0.167
N -0.7693 2.0976 -6.1632 -0.291
C -0.3694 3.2665 -5.3897 -0.613
C 1.0309 3.8457 -5.5391 -0.468
O 2.0769 3.0741 -4.9696 -0.431
C 2.4496 1.9285 -5.7204 -0.488
H 0.9775 -1.7627 -7.1634 0.237
H 0.1363 -0.6969 -6.0300 0.177
H -0.7770 -1.5466 -7.3007 0.334
H -1.6192 0.3480 -8.0469 0.394
H -0.6484 1.0177 -9.3612 0.394
H -1.3417 2.8468 -8.0243 0.380
H 0.4037 2.6142 -7.8706 0.139
H -0.2866 1.2826 -5.8130 0.126
H -0.5006 3.0087 -4.3324 0.184
H -1.0819 4.0703 -5.6028 0.413
H 1.0429 4.7863 -4.9857 0.378
H 1.2724 4.1014 -6.5767 0.341
H 2.4396 2.1223 -6.7942 0.290
H 1.7934 1.0820 -5.4940 0.092
H 3.4616 1.6500 -5.4282 0.324
C -5.5956 2.0495 5.7546 -0.667
O -4.4720 1.3604 6.2619 -0.333
C -4.0847 0.2018 5.5454 -0.837
C -2.8481 0.4286 4.7063 -0.126
N -3.1085 1.2989 3.5664 -0.220
C -1.9373 1.8412 2.9003 0.058
C -0.8583 2.5764 3.6888 -0.426
O -1.2135 3.8547 4.1482 -0.451
C -2.0646 3.8888 5.2828 -0.493
H -5.9478 2.7141 6.5404 0.238
H -5.3559 2.6642 4.8774 0.269
H -6.4012 1.3591 5.4905 0.324
H -4.9137 -0.1786 4.9396 0.405
H -3.8410 -0.5589 6.2909 0.396
H -2.4975 -0.5421 4.3384 0.316
H -2.0748 0.8284 5.3741 0.160
H -3.7087 2.0594 3.8536 0.140
H -2.3068 2.5376 2.1380 0.206
H -1.4459 1.0109 2.3778 -0.207
H -0.0279 2.7463 2.9960 0.186
H -0.4537 1.9650 4.5066 0.384
H -1.8019 3.1149 6.0083 0.281
H -3.1172 3.7889 5.0051 0.122
H -1.9354 4.8628 5.7496 0.312
```

The calculation puts the HOMO-LUMO gap at 5.02 eV. The spin multiplicity is 1. The charge is +1. The highest occupied orbital energy comes out at -10.57 eV.

=====

This record from the OMol25 dataset describes 8 unconnected molecules or ions with the total composition C18H50BF4O6 at a distorted geometry. The level of theory is wB97M-V/def2-TZVPD.

```
79
Properties=species:S:1:pos:R:3:mulliken_charge:R:1
B 150.6690 145.8090 39.7440 0.514
F 151.2700 146.9680 39.9570 -0.662
F 149.2190 145.8930 39.8870 -0.202
F 150.9240 145.4870 38.4060 -0.499
F 151.0810 144.8740 40.5360 -0.149
C 147.9590 154.8800 38.1560 -1.528
C 149.2530 154.0670 37.5410 -0.492
C 148.9050 152.6080 37.3170 -0.303
C 149.1240 151.7690 38.5880 -0.546
C 148.5890 150.3390 38.6020 -0.436
C 148.5920 149.5810 39.9170 -0.949
H 147.2020 155.1180 37.4830 0.435
H 148.3670 155.7690 38.5000 0.432
H 147.4260 154.5240 38.9580 0.443
H 150.0640 154.1210 38.2730 0.363
H 149.4370 154.7800 36.5110 0.239
H 149.7280 152.2500 36.6610 0.139
H 147.8700 152.5420 37.0120 0.417
H 148.6360 152.1730 39.5490 0.156
H 150.2000 151.6790 38.6810 0.231
H 149.3170 149.7510 38.0650 -0.036
H 147.7610 150.4170 37.9930 0.603
H 148.1160 150.2200 40.5190 0.716
H 149.6390 149.5300 40.3710 0.155
H 148.0470 148.6430 39.7580 -0.016
C 152.6150 149.5460 36.2030 -1.628
C 152.1430 148.6040 37.3190 0.799
O 151.3510 147.6510 36.8290 -0.548
H 153.2160 150.4800 36.4680 0.322
H 151.6790 149.9820 35.8030 0.281
H 153.1640 149.1150 35.5340 0.530
H 151.7250 149.2780 38.0440 -0.033
H 153.0030 148.1390 37.8590 -0.040
H 151.3060 147.0960 37.4800 0.314
C 148.4030 145.4040 44.2970 -1.041
C 149.5870 145.2290 43.4970 0.085
O 149.5590 144.0250 42.7740 -0.586
H 147.6310 145.0990 43.6220 0.311
H 148.4640 146.6450 44.5880 0.227
H 148.3630 144.8740 45.2860 0.263
H 150.4670 145.3590 44.1110 0.379
H 149.7990 146.2550 43.0530 0.059
H 150.1490 144.2010 42.0590 0.314
C 151.4610 141.6220 38.7800 -0.852
C 150.2710 142.0460 37.8810 -0.151
O 150.6310 143.1200 37.1600 -0.567
H 151.2080 140.7470 39.4250 0.301
H 151.7890 142.5240 39.4110 -0.015
H 152.2730 141.3410 38.3240 0.496
H 149.4280 142.4480 38.5720 0.139
H 149.7910 141.1650 37.3240 0.304
H 150.6430 143.8630 37.8500 0.298
C 155.9400 145.6880 39.0850 -1.945
C 154.5020 145.4780 39.5060 0.570
O 154.0890 146.6650 40.1670 -0.576
H 155.9890 146.4210 38.4030 0.487
H 155.9680 144.8420 38.6290 0.571
H 156.4700 145.6280 39.9960 0.384
H 154.4670 144.6580 40.1830 -0.041
H 153.8530 145.2270 38.6760 0.228
H 153.0430 146.6730 39.9910 0.260
C 145.0790 145.4710 38.1050 -1.268
C 146.5580 145.7620 38.4770 0.114
O 146.5990 145.4270 39.9540 -0.610
H 144.5120 146.2580 38.6920 0.280
H 144.7860 144.4430 38.2690 0.326
H 144.9150 145.5610 36.9740 0.331
H 146.8230 146.7790 38.2230 0.162
H 147.2410 145.0210 38.1760 0.222
H 147.5970 145.7330 40.1620 0.518
C 153.6200 143.3690 42.8400 -0.808
C 155.0180 142.6270 42.8450 -0.538
O 155.8600 143.6140 43.5310 -0.532
H 152.8890 142.6820 42.2870 0.258
H 153.3450 144.3060 42.2350 0.233
H 153.1590 143.3590 43.9060 0.328
H 155.4190 142.7320 41.9930 0.432
H 154.9300 141.7730 43.4820 0.351
H 156.6190 143.0080 43.7600 0.278
```

The calculation puts the HOMO-LUMO gap at 9.55 eV. The spin multiplicity is 1. The charge is -1. The highest occupied orbital energy comes out at -6.94 eV.